The following is a DFT calculation (ωB97M-V with the def2-TZVPD basis set) of an isolated molecule of C30H48O4.

```
82
Properties=species:S:1:pos:R:3:forces:R:3:mulliken_charge:R:1
C -4.999 -1.271 2.033 0.188 0.026 -0.258 -2.523
C -4.134 -1.664 0.828 -0.098 -0.122 -0.043 1.934
C -3.552 -3.057 1.122 -0.109 0.234 -0.076 -1.970
C -5.026 -1.804 -0.441 0.440 -0.568 -0.104 -0.640
O -6.159 -0.959 -0.465 -0.279 0.243 -0.045 -0.552
C -4.215 -1.497 -1.696 -0.357 0.113 0.145 -1.132
C -3.835 -0.020 -1.718 0.002 -0.114 0.008 -1.553
C -3.198 0.483 -0.388 0.043 0.128 -0.110 2.890
C -4.219 1.484 0.172 0.024 -0.120 0.135 -2.457
C -2.940 -0.699 0.575 -0.159 0.161 0.228 -0.214
C -2.313 -0.191 1.874 0.243 -0.105 -0.222 -1.422
C -0.966 0.476 1.612 -0.139 0.076 0.120 -1.730
C -1.019 1.621 0.586 0.046 0.009 0.103 1.454
C -1.683 2.844 1.242 0.058 -0.123 -0.025 -1.879
C -1.818 1.170 -0.678 0.029 -0.105 -0.016 -0.382
C -0.966 0.303 -1.656 -0.057 -0.130 0.274 -1.734
O -0.822 0.942 -2.925 -0.020 0.039 -0.499 -0.584
C 0.420 -0.031 -1.194 -0.047 0.065 -0.244 -1.754
C 1.104 0.732 -0.355 -0.037 -0.230 0.000 -1.254
C 2.422 0.338 0.260 0.142 -0.148 -0.332 1.022
C 3.014 -0.949 -0.312 -0.126 0.092 0.279 -3.173
C 4.318 -1.363 0.399 0.073 -0.117 -0.108 2.547
C 4.047 -1.889 1.813 -0.046 0.054 -0.148 -1.976
C 4.897 -2.500 -0.430 0.338 0.199 -0.122 -0.328
O 5.892 -2.445 -1.103 0.134 0.005 -0.071 -0.590
O 4.151 -3.613 -0.369 -0.490 -0.465 0.157 -0.454
C 5.317 -0.202 0.411 -0.030 0.012 -0.036 -1.372
C 4.705 1.093 0.934 -0.071 -0.188 -0.172 -1.540
C 3.420 1.508 0.199 0.132 0.101 0.203 2.566
C 3.743 1.867 -1.255 -0.024 -0.143 0.180 -1.772
C 2.792 2.724 0.920 -0.097 -0.036 0.030 -2.302
C 1.312 2.562 1.295 -0.013 0.042 -0.034 -1.341
C 0.452 2.002 0.149 -0.059 0.172 0.042 2.460
C 0.399 3.065 -0.963 0.044 -0.127 0.028 -2.125
H -4.424 -1.341 2.952 0.023 -0.007 0.130 0.330
H -5.839 -1.961 2.124 -0.108 -0.065 0.052 0.594
H -5.382 -0.259 1.944 -0.082 0.117 0.056 0.456
H -4.342 -3.752 1.402 -0.082 -0.087 0.032 0.550
H -3.043 -3.458 0.248 0.091 -0.074 -0.117 0.433
H -2.837 -3.012 1.940 0.115 -0.021 0.094 0.308
H -5.376 -2.849 -0.491 0.076 0.125 0.049 0.474
H -6.727 -1.184 0.278 0.005 0.007 -0.039 0.449
H -4.823 -1.720 -2.574 0.047 -0.098 -0.024 0.538
H -3.336 -2.142 -1.721 0.052 -0.059 -0.006 0.446
H -3.200 0.158 -2.583 0.017 0.015 -0.043 -0.069
H -4.753 0.539 -1.898 0.047 0.059 -0.055 0.653
H -4.219 2.389 -0.432 0.005 0.118 -0.073 0.467
H -4.039 1.767 1.200 0.003 0.111 0.131 0.317
H -5.212 1.047 0.114 -0.064 0.034 0.015 0.708
H -2.167 -1.308 0.094 0.047 -0.079 -0.053 0.736
H -2.983 0.494 2.389 -0.102 0.000 0.081 0.446
H -2.136 -1.033 2.548 -0.071 0.012 0.086 0.744
H -0.277 -0.292 1.259 0.014 -0.034 0.108 0.236
H -0.585 0.861 2.560 0.099 -0.004 0.025 0.478
H -2.179 3.477 0.513 -0.087 0.111 -0.042 0.351
H -2.416 2.544 1.982 -0.127 0.023 0.062 0.400
H -0.953 3.449 1.768 0.059 0.070 0.067 0.407
H -2.054 2.085 -1.232 0.028 -0.023 -0.039 1.328
H -1.466 -0.661 -1.819 -0.004 0.133 0.051 0.284
H -1.693 1.092 -3.310 0.032 -0.030 0.068 0.638
H 0.822 -0.939 -1.612 0.168 -0.188 0.023 0.777
H 2.215 0.152 1.321 -0.030 0.033 0.080 0.875
H 2.295 -1.762 -0.199 -0.019 -0.015 -0.106 0.680
H 3.212 -0.819 -1.377 -0.049 -0.030 -0.107 0.681
H 4.969 -2.259 2.257 0.071 -0.033 0.090 0.471
H 3.656 -1.101 2.449 -0.030 0.076 0.107 0.379
H 3.326 -2.702 1.783 -0.061 -0.045 0.064 0.408
H 4.542 -4.303 -0.928 0.130 0.282 0.013 0.372
H 5.695 -0.060 -0.601 0.056 -0.015 0.041 0.372
H 6.173 -0.473 1.032 0.064 -0.028 -0.069 0.535
H 5.442 1.894 0.842 0.011 0.069 0.089 0.468
H 4.481 0.977 1.997 -0.036 0.102 0.092 0.441
H 2.829 2.002 -1.826 -0.064 0.071 -0.149 0.302
H 4.325 2.786 -1.295 0.045 0.097 -0.006 0.418
H 4.323 1.087 -1.738 0.061 -0.066 -0.150 0.478
H 2.911 3.611 0.299 0.041 0.058 0.013 0.423
H 3.340 2.923 1.844 0.044 0.036 -0.023 0.497
H 1.234 1.915 2.169 -0.030 0.028 0.106 0.599
H 0.959 3.551 1.589 -0.070 -0.053 0.070 0.569
H 0.074 2.635 -1.903 -0.043 0.080 -0.071 0.371
H 1.381 3.498 -1.123 0.111 0.095 -0.042 0.708
H -0.273 3.872 -0.683 -0.081 0.165 0.050 0.354
```
Positions in Å, forces in eV/Å.

Output
E: -1472.9395 a.u.
2S+1: 1
Net charge: 0
Gap between HOMO and LUMO: 0.34855 Eh

The following is a DFT calculation (ωB97M-V with the def2-TZVPD basis set) of a structure of composition C33H32BrN3O2SSiTl.

```
74
Properties=species:S:1:pos:R:3:forces:R:3:mulliken_charge:R:1
Tl -0.549 -0.004 0.371 0.519 0.577 -0.282 1.429
C -3.564 -1.019 0.285 -0.102 -0.166 0.124 -0.597
C -3.361 -0.625 1.608 -0.185 -0.047 -0.058 -0.459
C -3.890 0.580 2.065 0.034 -0.005 -0.019 -0.480
C -4.626 1.378 1.204 0.007 -0.009 -0.026 -0.575
C -4.857 0.965 -0.106 0.027 0.053 0.029 -0.429
C -4.326 -0.226 -0.565 -0.007 -0.027 -0.015 -0.367
H -3.193 -1.980 -0.058 0.002 0.018 0.013 0.501
H -2.875 -1.301 2.299 0.056 0.054 -0.013 0.772
H -3.752 0.876 3.099 0.009 0.006 -0.025 0.482
H -5.043 2.313 1.557 0.002 -0.007 -0.011 0.437
H -5.442 1.587 -0.771 -0.004 -0.009 0.017 0.410
H -4.496 -0.539 -1.587 0.012 0.012 0.014 0.435
Br 0.046 -7.503 -0.567 0.017 -0.007 -0.009 -0.151
C -0.098 -5.800 0.217 0.003 -0.027 0.025 -0.045
C -0.258 -4.685 -0.588 0.005 0.019 -0.010 -1.036
C -0.381 -3.441 0.006 -0.028 0.153 0.024 0.126
C -0.332 -3.297 1.388 0.012 -0.055 -0.097 0.155
C -0.163 -4.430 2.182 -0.002 0.008 0.121 -0.646
C -0.049 -5.678 1.599 0.017 -0.001 -0.001 -0.749
N -0.453 -1.980 1.906 -0.206 -0.057 -0.615 0.927
C -0.277 -1.683 3.120 0.073 -0.040 0.245 -0.660
C -0.383 -0.293 3.580 0.005 0.024 0.038 0.701
C -0.350 0.006 4.929 -0.006 -0.038 0.081 -0.992
C -0.479 1.331 5.322 -0.012 0.029 0.032 -0.493
C -0.626 2.306 4.353 0.013 -0.068 0.029 -0.936
C -0.638 1.930 3.015 0.055 -0.047 0.143 -0.387
N -0.517 0.655 2.651 -0.058 0.151 -0.209 0.262
H -0.281 -4.786 -1.664 -0.028 0.018 0.015 0.503
H -0.506 -2.563 -0.619 0.043 -0.067 -0.058 0.376
H -0.126 -4.360 3.262 -0.022 -0.027 -0.030 0.391
H 0.078 -6.558 2.213 -0.018 0.017 0.007 0.445
H -0.036 -2.423 3.882 0.003 -0.010 -0.025 0.334
H -0.235 -0.789 5.656 -0.002 0.017 -0.016 0.502
H -0.468 1.593 6.372 0.011 -0.003 -0.017 0.460
H -0.727 3.348 4.619 0.002 -0.002 -0.028 0.508
H -0.750 2.646 2.214 -0.001 -0.009 0.011 0.716
C 6.070 0.142 -2.519 0.095 -0.066 -0.031 -1.140
Si 4.261 -0.219 -2.824 0.011 -0.066 0.120 0.151
C 4.033 -1.677 -3.959 0.015 -0.047 -0.125 -1.041
C 3.444 1.311 -3.504 -0.085 0.074 0.010 -1.057
C 3.563 -0.730 -1.125 -0.095 0.091 0.016 -0.006
C 4.410 -1.389 -0.240 0.016 0.056 -0.031 0.024
C 4.001 -1.761 1.039 0.010 -0.029 -0.001 -1.329
C 2.722 -1.427 1.417 0.039 0.103 -0.162 -0.191
N 1.873 -0.818 0.585 0.029 -0.044 0.471 -0.199
C 2.253 -0.502 -0.657 0.325 -0.263 -0.013 0.708
S 0.975 0.144 -1.654 -0.457 -0.161 0.284 -0.288
H 6.481 0.719 -3.351 -0.007 -0.031 0.028 0.364
H 6.668 -0.769 -2.432 -0.020 0.044 0.016 0.333
H 6.206 0.726 -1.607 0.015 0.020 -0.045 0.377
H 4.524 -1.505 -4.921 -0.040 -0.011 0.021 0.357
H 2.972 -1.859 -4.151 0.026 -0.006 0.002 0.302
H 4.460 -2.585 -3.525 -0.009 0.024 -0.011 0.338
H 4.079 1.726 -4.291 -0.011 -0.020 0.021 0.376
H 3.317 2.079 -2.737 0.006 -0.009 -0.044 0.357
H 2.465 1.105 -3.940 0.031 0.026 0.014 0.312
H 5.424 -1.617 -0.552 -0.020 0.018 0.041 0.354
H 4.662 -2.280 1.718 0.000 0.028 -0.008 0.420
H 2.348 -1.644 2.411 0.006 -0.022 0.005 0.434
O -0.983 2.327 0.263 -0.016 -0.121 0.021 -0.832
C -1.641 2.192 -0.813 -0.163 0.246 -0.080 0.736
O -1.904 1.050 -1.268 0.023 -0.207 0.062 -0.751
C -2.107 3.400 -1.548 0.023 -0.070 0.029 0.400
C -2.092 4.643 -0.925 0.012 0.032 -0.012 -0.324
C -2.527 5.764 -1.615 0.004 -0.008 0.008 -0.669
C -2.967 5.644 -2.927 0.001 -0.034 -0.009 -0.393
C -2.983 4.401 -3.548 0.002 0.008 0.024 -0.751
C -2.560 3.277 -2.858 -0.055 0.004 -0.004 -0.309
H -1.744 4.720 0.096 0.028 0.010 -0.026 0.387
H -2.518 6.733 -1.134 -0.004 -0.005 0.003 0.418
H -3.298 6.522 -3.466 0.001 -0.013 0.005 0.398
H -3.328 4.310 -4.570 0.004 0.003 0.006 0.414
H -2.574 2.298 -3.320 0.015 0.021 -0.008 0.449
```
Positions in Å, forces in eV/Å.

Output
E: -5025.4909 a.u.
2S+1: 1
Net charge: +1
Gap between HOMO and LUMO: 0.24885 Eh

The following is a DFT calculation (ωB97M-V with the def2-TZVPD basis set) of an isolated molecule of C4H7NS at a distorted geometry.

```
13
Properties=species:S:1:pos:R:3:forces:R:3:mulliken_charge:R:1
C -0.341 -2.234 -0.016 -0.100 -0.198 0.000 -0.783
C 0.039 -0.980 0.072 2.406 0.775 -0.224 0.298
C -0.783 0.241 0.291 -0.110 0.335 0.026 -0.526
C 0.007 1.428 -0.246 -0.239 0.090 -0.161 -0.481
N 1.350 1.242 0.276 0.349 0.057 0.288 -0.463
S 1.863 -0.388 -0.085 -2.219 -0.714 0.126 -0.083
H 0.342 -3.053 -0.144 0.215 -0.136 -0.058 0.262
H -1.390 -2.475 0.051 -0.167 -0.028 0.019 0.263
H -1.748 0.150 -0.206 -0.071 -0.027 0.075 0.338
H -0.933 0.377 1.366 -0.059 -0.001 -0.067 0.233
H -0.032 1.437 -1.347 0.020 -0.045 0.103 0.312
H -0.392 2.373 0.131 0.037 -0.046 -0.062 0.340
H 2.017 1.882 -0.142 -0.062 -0.063 -0.066 0.292
```
Positions in Å, forces in eV/Å.

Output
E: -609.5063 a.u.
2S+1: 1
Net charge: 0
Gap between HOMO and LUMO: 0.31688 Eh

The following is a DFT calculation (ωB97M-V with the def2-TZVPD basis set) of a cluster of 2 separate species, C5H11N3S in total at a distorted geometry.

```
20
Properties=species:S:1:pos:R:3:forces:R:3:mulliken_charge:R:1
H -1.033 -2.516 0.991 0.295 0.557 -0.364 0.219
N -0.835 -2.227 0.016 -0.710 0.758 -0.261 -0.600
C -1.226 -1.035 -0.257 0.832 -1.455 -0.227 -0.023
C -1.742 -0.070 0.675 -1.532 1.191 1.761 -0.012
N -2.532 0.884 0.366 2.344 -2.303 -2.413 -0.383
C -3.070 1.710 1.337 0.985 -0.270 0.707 -0.701
H -1.143 -0.644 -1.257 0.147 -0.216 -0.609 0.392
H -1.494 -0.276 1.734 0.022 0.170 -0.084 0.228
H -2.540 1.595 2.262 0.168 0.284 0.957 0.340
H -4.032 1.331 1.416 -2.297 -0.079 0.657 0.297
H -3.072 2.698 0.976 -0.183 1.385 -0.160 0.250
C 2.107 1.194 -0.017 -0.153 0.769 0.859 -0.325
N 2.483 0.155 0.619 -0.811 2.142 -0.499 -0.269
S 2.921 -1.226 0.040 0.869 -3.928 -1.996 0.048
C 2.775 -1.247 -1.886 3.431 0.994 1.276 -0.740
H 2.064 1.329 -1.151 -0.027 -0.063 1.773 0.258
H 1.858 1.953 0.762 -0.083 0.254 -1.561 0.280
H 2.485 -2.194 -2.334 -0.393 0.079 0.486 0.323
H 3.888 -1.014 -2.235 -2.493 -0.297 0.459 0.280
H 2.138 -0.401 -2.057 -0.411 0.028 -0.760 0.138
```
Positions in Å, forces in eV/Å.

Output
E: -759.4390 a.u.
2S+1: 1
Net charge: 0
Gap between HOMO and LUMO: 0.32158 Eh

The following is a DFT calculation (ωB97M-V with the def2-TZVPD basis set) of a structure of composition C33H31I2N4O3Y at a distorted geometry.

```
74
Properties=species:S:1:pos:R:3:forces:R:3:mulliken_charge:R:1
Y 12.109 9.210 11.149 -2.324 0.516 -1.137 1.214
C 14.748 8.333 12.615 0.487 -0.202 -1.150 -0.818
N 14.449 9.365 11.567 0.865 0.931 0.269 0.300
C 14.843 10.769 12.015 0.720 0.226 -1.441 -0.918
C 13.911 11.886 11.497 -0.587 -1.032 -0.605 0.529
C 14.270 13.217 11.602 1.346 -0.118 1.047 -0.960
C 13.418 14.191 11.153 -0.494 0.626 -0.027 -0.413
C 12.252 13.796 10.502 -0.882 0.775 -0.264 -0.719
C 11.889 12.478 10.435 1.543 -1.275 -0.441 -0.492
N 12.763 11.502 10.909 -0.819 0.895 0.256 0.374
C 15.017 9.000 10.230 1.226 1.133 -0.837 -0.563
C 14.140 8.030 9.470 -0.689 0.382 -0.812 0.892
C 14.595 6.782 9.112 0.161 -0.702 0.218 -0.486
C 13.781 5.948 8.319 0.332 0.164 0.550 -0.728
C 12.594 6.478 7.832 0.297 -0.109 -0.900 -0.401
C 12.192 7.762 8.167 2.570 -0.066 1.808 -1.000
N 12.920 8.535 9.030 0.663 -1.560 -0.133 -0.351
C 13.684 8.277 13.662 0.046 -0.896 1.215 0.731
C 14.153 7.862 14.942 -0.704 0.729 -1.421 -1.236
C 13.246 7.991 15.958 0.332 -0.337 1.988 -0.253
C 11.952 8.448 15.721 -0.618 -0.865 1.487 -0.983
C 11.568 8.742 14.460 -0.098 0.169 -1.196 -0.047
N 12.383 8.586 13.377 1.918 0.606 1.646 0.095
H 15.734 8.454 13.133 -0.682 0.240 -0.680 0.545
H 14.814 7.352 12.104 -0.065 0.338 0.092 0.418
H 15.862 11.059 11.573 -1.084 -0.761 1.021 0.479
H 14.854 10.768 13.104 0.211 0.111 -0.005 0.492
H 15.229 13.451 12.102 -0.707 0.019 -0.359 0.466
H 13.590 15.260 11.336 0.212 -0.594 -0.300 0.427
H 11.581 14.535 10.045 0.333 -0.281 0.386 0.433
H 10.998 12.126 9.893 0.544 0.211 0.663 0.529
H 16.074 8.622 10.341 -1.063 0.137 -0.095 0.456
H 15.116 9.910 9.520 -0.326 -1.076 1.482 0.076
H 15.580 6.439 9.482 -0.712 0.190 -0.336 0.470
H 14.110 4.910 8.160 -0.324 0.635 -0.302 0.463
H 12.012 5.975 7.065 0.001 -0.271 0.399 0.440
H 11.302 8.158 7.807 -1.447 0.762 -0.523 1.092
H 15.185 7.503 15.070 -0.614 0.409 0.038 0.463
H 13.552 7.807 17.014 -0.292 -0.105 -0.997 0.392
H 11.189 8.407 16.532 0.856 0.577 -0.662 0.416
H 10.615 9.218 14.297 -0.385 -0.359 -0.329 0.492
O 10.117 7.632 11.077 1.103 1.780 -0.701 -0.291
C 8.869 8.284 10.674 -2.141 0.704 -0.150 3.111
C 9.010 9.888 10.761 -0.961 0.050 0.030 -0.343
O 8.028 10.635 10.832 2.923 -1.983 -0.243 -0.595
O 10.304 10.214 10.695 -1.214 0.141 0.271 -0.458
C 7.768 7.820 11.644 -0.035 -0.774 1.066 -0.221
C 6.897 6.745 11.327 0.989 0.513 0.288 -0.286
C 6.104 6.139 12.304 -0.437 1.284 0.208 -0.930
C 5.949 6.738 13.550 0.426 -0.549 0.194 -0.576
C 6.904 7.676 13.884 -0.297 1.362 0.670 -0.722
C 7.789 8.261 13.007 0.485 -0.827 -2.058 -0.241
C 8.548 7.930 9.198 0.185 -1.121 1.253 -0.641
C 7.553 8.530 8.471 -1.272 2.368 0.663 -0.054
C 7.342 8.161 7.178 0.099 -0.630 -1.233 -0.960
C 8.108 7.188 6.558 0.126 -0.391 0.104 -0.496
C 9.067 6.522 7.284 0.602 -0.495 -0.874 -0.785
C 9.152 6.821 8.620 2.536 -0.339 1.675 -0.156
H 9.962 6.940 11.704 -0.655 -0.691 0.625 0.339
H 6.882 6.385 10.305 0.024 -0.195 0.117 0.357
H 5.534 5.276 12.111 -0.703 -0.790 -0.684 0.435
H 5.172 6.477 14.308 0.876 -0.164 -0.903 0.383
H 6.880 8.081 14.867 -0.031 0.224 0.775 0.376
H 8.524 9.015 13.315 -0.511 -0.190 0.010 0.417
H 6.889 9.366 8.831 1.095 -0.970 0.055 0.411
H 6.611 8.678 6.613 -0.739 0.314 -0.429 0.475
H 7.983 6.813 5.568 -0.404 0.529 -0.802 0.465
H 9.793 5.866 6.720 -1.168 0.266 1.100 0.320
H 9.875 6.267 9.269 -0.597 0.433 -0.787 0.324
I 17.367 10.309 6.453 -0.705 -0.199 0.208 0.058
C 15.873 11.872 6.623 0.136 -0.887 -1.153 -0.885
I 13.709 11.490 6.371 1.472 0.023 0.294 0.063
H 16.231 12.458 5.780 -0.651 0.456 0.360 0.435
H 16.088 12.276 7.584 -0.299 0.577 0.435 0.354
```
Positions in Å, forces in eV/Å.

Output
E: -2354.1796 a.u.
2S+1: 1
Net charge: +2
Gap between HOMO and LUMO: 0.26785 Eh